(A)
This record from the Open Molecules 2025 dataset describes a cluster of 2 separate species, C8H15NO in total. The level of theory is ωB97M-V with the def2-TZVPD basis set.

Output
Lowest unoccupied orbital energy (eV): 0.222
SMILES string: C#CC(C)=O.CCN(C)C

Geometry as ORCA input:
```
! wB97M-V def2-TZVPD RIJCOSX def2/J DEFGRID3
* xyz 0 1
C -1.3589 0.5610 0.1946
C -0.9988 0.1813 1.6272
C 2.5061 -0.6360 0.4494
C 2.6217 -1.6991 0.9955
H -0.4905 1.0333 -0.2996
H -2.1654 1.2990 0.2252
H -0.0819 -0.4015 1.6694
H -1.8051 -0.4038 2.0610
H -0.8624 1.0813 2.2231
H 2.7238 -2.6195 1.4921
C -0.8092 -1.5490 -0.8347
C -2.4618 -0.1387 -1.8076
C 2.4900 1.8123 0.6635
N -1.8491 -0.5746 -0.5694
C 2.3578 0.6189 -0.2457
O 2.1475 0.6836 -1.4316
H -0.4340 -1.9500 0.1041
H 0.0346 -1.1243 -1.3992
H -1.2347 -2.3691 -1.4109
H -3.2823 0.5422 -1.5841
H -1.7514 0.3724 -2.4760
H -2.8647 -1.0062 -2.3283
H 3.4622 1.7912 1.1529
H 1.7247 1.7643 1.4365
H 2.3820 2.7310 0.0925
*
```

=====

(B)
This record from the Open Molecules 2025 dataset describes a structure of composition C8H15NO. The level of theory is ωB97M-V with the def2-TZVPD basis set.

Output
Lowest unoccupied orbital energy (eV): 0.481

Geometry as ORCA input:
```
! wB97M-V def2-TZVPD RIJCOSX def2/J DEFGRID3
* xyz 0 1
C 0.4539 -0.6198 0.9274
C 0.8512 -1.3920 -0.6698
C -0.2285 -1.8041 0.3210
C -0.3285 2.6925 0.3321
C -1.8531 1.0244 -0.5812
C 0.9584 -0.5699 2.3187
C 0.5614 -1.5001 -2.1457
N -0.5608 1.2859 0.0256
C 0.6307 0.4670 -0.1010
O 1.7550 1.0173 -0.2477
H 1.8264 -1.8378 -0.4843
H -0.1360 -2.7568 0.8429
H -1.2468 -1.7441 -0.0591
H 0.6067 2.8285 0.8726
H -1.1400 3.0902 0.9478
H -0.3142 3.2643 -0.6023
H -2.5944 1.7287 -0.1963
H -1.7913 1.1181 -1.6710
H -2.2294 0.0371 -0.3189
H 0.4125 -1.2712 2.9609
H 2.0122 -0.8648 2.3756
H 0.8356 0.4264 2.7471
H 1.2811 -0.9083 -2.7175
H -0.4522 -1.1781 -2.3942
H 0.6902 -2.5333 -2.4827
*
```

=====

Which structure is the most stable? The one labeled (A).

=====

(A)
This record from the Open Molecules 2025 dataset describes a structure of composition C21H26FN3OS. The level of theory is ωB97M-V with the def2-TZVPD basis set.

Output
Lowest unoccupied orbital energy (eV): 0.442

Geometry as ORCA input:
```
! wB97M-V def2-TZVPD RIJCOSX def2/J DEFGRID3
* xyz 0 1
C 4.0951 -2.9409 5.5944
C 3.3236 -2.3522 4.3146
C 3.8183 -1.4596 3.4731
C 3.2151 -0.8639 2.5141
C 2.0907 -1.2403 2.2105
C 1.4133 -2.2582 3.2038
C 2.1267 -2.7203 4.3464
H 1.7383 -3.7070 4.7133
H 0.4357 -2.7708 2.9129
N 1.2460 -0.7191 1.1996
C -0.2038 -0.7232 1.1255
N -0.4474 -0.3134 -0.1498
C 0.5496 0.0854 -1.3765
H -0.2982 -0.2180 -2.1831
H 1.2365 -0.8532 -1.3434
C 1.0291 1.4182 -1.2151
N 0.1192 2.5541 -1.6765
C 0.3408 3.7403 -0.9948
C -0.9107 4.5481 -1.5090
O -1.0909 4.7778 -2.6721
C -1.1636 3.4754 -3.4091
C -0.1868 2.4960 -2.9339
H -0.4408 1.5236 -3.5374
H 0.7239 2.9526 -3.4266
H -1.3045 3.4833 -4.6166
H -2.2309 3.1079 -3.0691
H -0.5318 5.7635 -0.9859
H -1.8439 4.0802 -0.9880
H 0.4176 3.5940 0.1381
H 1.2346 4.2018 -1.4373
H 1.8371 1.2333 -2.1222
H 1.5723 1.5652 -0.4328
C -1.9328 0.2455 -0.4107
C -2.5377 -0.7379 -1.1271
C -2.9793 -0.6343 -2.4260
C -3.8822 -1.7891 -3.1539
C -3.9274 -2.9135 -2.6291
C -3.7999 -2.9250 -0.9941
C -2.9786 -2.0574 -0.4800
H -2.7349 -2.2643 0.6737
H -3.9547 -3.7811 -0.6137
H -4.6579 -3.6383 -2.7557
H -3.9429 -1.4847 -4.0756
F -2.6498 0.5807 -3.0544
H -2.2884 0.3115 0.5977
H -1.8920 1.2944 -1.1000
S -1.1832 -0.5847 2.2946
H 1.8470 -0.1131 0.5166
H 3.6427 -0.2463 1.8509
H 4.9476 -1.1811 3.9150
H 5.2105 -2.7814 5.4534
H 3.7760 -2.6642 6.4657
H 4.0077 -4.0961 5.3856
*
```

=====

(B)
This record from the Open Molecules 2025 dataset describes the molecule C21H26FN3OS. The level of theory is ωB97M-V with the def2-TZVPD basis set.

Output
Lowest unoccupied orbital energy (eV): 0.649
SMILES string: Cc1ccc(C(=O)N2CCC[C@H](N3CCN(c4ccccc4F)CC3)C2)s1

Geometry as ORCA input:
```
! wB97M-V def2-TZVPD RIJCOSX def2/J DEFGRID3
* xyz 0 1
C -4.6358 -3.7437 -1.6544
C -4.3868 -2.7887 -0.5428
C -4.9853 -2.7307 0.6770
C -4.4810 -1.7015 1.5007
C -3.5213 -0.9493 0.8935
S -3.1877 -1.5453 -0.7059
C -2.6856 0.0967 1.5242
O -2.1491 -0.1211 2.6008
N -2.5196 1.2590 0.8569
C -3.2722 1.6992 -0.2914
H -3.7966 2.6268 -0.0210
C -2.3224 1.9749 -1.4535
C -1.2836 3.0069 -1.0257
H -1.7793 3.9389 -0.7435
H -0.6200 3.2263 -1.8612
C -0.4979 2.4803 0.1873
N 0.2474 1.2877 -0.1952
C 0.6968 0.4508 0.9075
H -0.1595 -0.0506 1.3565
C 1.6517 -0.6209 0.3958
N 2.8744 -0.0075 -0.0831
C 4.1057 -0.5822 0.0743
C 4.2892 -1.9726 0.1480
C 5.5273 -2.5571 0.2975
C 6.6627 -1.7672 0.3600
C 6.5245 -0.3938 0.2682
C 5.2786 0.1859 0.1333
H 5.2077 1.2607 0.0885
H 7.3975 0.2406 0.3122
H 7.6346 -2.2201 0.4724
H 5.5868 -3.6334 0.3463
F 3.2220 -2.8128 0.0385
C 2.7315 1.3626 -0.5077
C 1.3428 1.5514 -1.1238
H 1.2466 0.8648 -1.9734
H 1.2820 2.5711 -1.5079
H 2.8680 2.0706 0.3254
H 3.4844 1.5846 -1.2696
H 1.8774 -1.3021 1.2181
H 1.1597 -1.1933 -0.4007
H 1.2026 1.0343 1.6966
C -1.5266 2.2098 1.2992
H -2.0169 3.1602 1.5449
H -1.0644 1.8190 2.2051
H 0.1795 3.2759 0.5590
H -1.8129 1.0501 -1.7243
H -2.8867 2.3354 -2.3140
H -4.0197 0.9537 -0.5593
H -4.8195 -1.5108 2.5030
H -5.7589 -3.4109 0.9865
H -5.4249 -4.4384 -1.3769
H -3.7334 -4.3103 -1.8825
H -4.9338 -3.2144 -2.5591
*
```

=====

Which structure is the most stable? The one labeled (B).